Computed, not measured: a molecular structure, C28H19GeMnN3O6S2, with ωB97M-V/def2-TZVPD.

As for the energy: -5718.4429 Ha. The max |F| comes out at 0.8 eV/A.

Structure (ORCA input):
```
! RIJCOSX wB97M-V def2-TZVPD def2/J DEFGRID3
* xyz 0 6
Mn 0.31050 -2.72726 -0.74522
O -1.90709 -0.57453 2.07408
S -0.80944 -1.18718 1.41227
O -0.87005 -2.61986 1.13094
O -0.59808 -0.55979 0.01984
C 0.65499 -0.91824 2.38790
C 0.37713 -0.49954 3.68409
C 1.40348 -0.34990 4.60234
C 2.70766 -0.61562 4.22858
C 2.99569 -1.03288 2.93800
C 1.98580 -1.19358 2.00153
S 2.55278 -1.84620 0.42420
O 3.97100 -1.72294 0.42256
O 2.00813 -3.22892 0.39464
O 1.85663 -1.12720 -0.66656
H -0.64951 -0.29261 3.95113
H 1.17653 -0.03199 5.61136
H 3.51149 -0.50334 4.94539
H 4.01197 -1.23696 2.63080
N -0.62670 -4.08713 -1.84479
C -1.15241 -5.12619 -1.83342
C -1.77643 -6.34334 -1.86975
C -2.95754 -6.51785 -2.65294
N -3.90875 -6.65404 -3.29143
C -1.24784 -7.42351 -1.09680
N -0.81779 -8.29116 -0.46929
C -3.75390 3.47334 1.71779
C -2.44697 3.92143 1.85436
C -1.42201 3.28487 1.16324
C -1.70558 2.19725 0.33740
C -3.02450 1.76289 0.19394
C -4.04421 2.39823 0.88423
Ge -0.28671 1.28129 -0.58186
C -0.67870 0.93368 -2.43105
C -0.26151 -0.22173 -3.08625
C -0.65897 -0.48228 -4.38715
C -1.47947 0.42246 -5.04803
C -1.88462 1.58891 -4.41339
C -1.48298 1.84643 -3.10964
C 1.44303 1.93556 -0.08990
C 2.35371 2.26199 -1.09284
C 3.64824 2.63323 -0.75938
C 4.04209 2.65653 0.57264
C 3.13337 2.34482 1.57692
C 1.83131 1.99171 1.24922
H -4.55222 3.96430 2.26108
H -2.22524 4.76813 2.49393
H -0.40333 3.64163 1.26136
H -3.25446 0.91956 -0.44834
H -5.06663 2.05460 0.77777
H 0.40570 -0.90769 -2.60347
H -0.32683 -1.38502 -4.88648
H -1.80004 0.21629 -6.06218
H -2.52488 2.29354 -4.92977
H -1.80949 2.75410 -2.61433
H 2.05369 2.22329 -2.13475
H 4.35635 2.88617 -1.53913
H 5.06225 2.91630 0.83134
H 3.44110 2.36449 2.61582
H 1.12028 1.77145 2.03746
*
```

These are the Löwdin partial charges, in e, on atoms 1 to 4: number 1, Mn, carries 0.944; number 2, O, carries -0.231; number 3, S, carries 0.592; number 4, O, carries -0.302

Computed, not measured: 30 unconnected molecules or ions with the total composition C48H156O30 at a distorted geometry, with ωB97M-V/def2-TZVPD.

As for the energy: -4179.4613 Ha. The max |F| comes out at 3.9 eV/A.

Structure (ORCA input):
```
! RIJCOSX wB97M-V def2-TZVPD def2/J DEFGRID3
* xyz 0 1
O -1.24607 21.64643 -7.79030
H -2.09606 22.07926 -7.87023
H -0.71253 22.25731 -7.28198
O 7.60802 25.44627 -8.66157
H 7.86878 26.04502 -7.96176
H 7.71308 25.95588 -9.46499
O 7.69106 19.90313 -7.54613
H 8.33979 19.73803 -8.23032
H 7.48503 20.83409 -7.63038
O 3.83937 15.95227 -5.89326
H 4.01715 16.18027 -4.98077
H 4.66928 15.60467 -6.21985
O 9.49820 23.90785 -10.27649
H 9.25876 24.55583 -9.61391
H 9.45865 24.38579 -11.10489
O -0.71350 19.54413 -9.63252
H -0.74611 20.19622 -8.93257
H -1.49092 19.72140 -10.16208
O -0.12039 23.15625 -5.92123
H 0.83271 23.15676 -5.83267
H -0.43624 23.57051 -5.11820
O 6.79670 17.23862 -7.34581
H 7.63500 16.93462 -6.99786
H 6.88251 18.19134 -7.38037
O -0.15761 24.58168 -3.35929
H -0.18838 24.76427 -2.42017
H 0.39926 25.27172 -3.71981
O 0.03636 16.77549 -9.53786
H 0.71141 16.53640 -8.90275
H -0.03226 17.72768 -9.46816
O 1.51434 26.57402 -4.41925
H 2.23840 26.25371 -4.95719
H 1.81877 27.41763 -4.08478
O 4.79570 16.43820 -9.36201
H 5.48270 16.73396 -8.76469
H 3.97942 16.60793 -8.89179
O 7.95241 22.77951 -8.04748
H 8.56626 22.63675 -8.76792
H 7.66441 23.68615 -8.15367
O 1.97136 15.53599 -7.84979
H 1.98078 14.58116 -7.91646
H 2.62654 15.73637 -7.18135
C 5.58778 25.74408 -13.34297
C 5.25694 26.32077 -11.93021
C 4.89706 25.24558 -10.81307
O 6.49423 26.91739 -11.52523
H 5.48302 26.60754 -13.99991
H 4.90705 24.93407 -13.60488
H 6.61157 25.37063 -13.36499
H 4.49664 27.10090 -11.89221
H 5.70531 24.68752 -10.34042
H 4.25908 24.44913 -11.19613
H 4.31033 25.72022 -10.02657
H 6.49064 27.75855 -11.98786
C 7.33636 22.75073 -15.46819
C 7.83268 22.23579 -14.12442
C 9.07747 22.93495 -13.49826
O 6.77666 22.30950 -13.13180
H 6.53149 22.13798 -15.87419
H 8.12374 22.90202 -16.20659
H 6.81900 23.70279 -15.34985
H 8.07191 21.18264 -14.27192
H 9.87860 22.71868 -14.20502
H 9.30152 22.51256 -12.51872
H 8.85462 23.97474 -13.25894
H 7.01237 22.48191 -12.21730
C 2.89976 23.35826 -2.50526
C 2.15962 22.19901 -1.82097
C 2.52749 20.91623 -2.56618
O 2.63327 22.13008 -0.43859
H 3.86150 23.06743 -2.92784
H 2.99048 24.22137 -1.84577
H 2.18746 23.63747 -3.28165
H 1.07488 22.30320 -1.84526
H 3.58782 20.69700 -2.44076
H 2.31364 21.11308 -3.61671
H 2.01910 20.03370 -2.17790
H 3.59018 22.05340 -0.43133
C 4.47601 28.06687 -1.00511
C 3.02807 27.89145 -1.37121
C 2.43659 28.99793 -2.23458
O 2.90685 26.74473 -2.05464
H 5.16333 28.42227 -1.77283
H 4.94144 27.13615 -0.68071
H 4.52502 28.83806 -0.23637
H 2.42467 27.93994 -0.46475
H 1.38513 28.80077 -2.44353
H 3.00006 29.10024 -3.16202
H 2.47276 29.97824 -1.75942
H 2.28678 26.18440 -1.58226
C -1.07009 15.75302 -2.87434
C -0.60856 16.02579 -4.33905
C -0.23562 14.75698 -5.14453
O -1.76234 16.72375 -4.82451
H -0.46369 15.01034 -2.35587
H -2.11546 15.46154 -2.77263
H -0.91983 16.65882 -2.28693
H 0.27467 16.64781 -4.19377
H -1.16985 14.23440 -5.35004
H 0.39278 14.07708 -4.56925
H 0.22713 14.90125 -6.12082
H -1.60545 16.94533 -5.74532
C -0.68627 25.41135 -9.11802
C 0.13538 24.44805 -10.01548
C 1.17057 23.58477 -9.24338
O -0.64907 23.51324 -10.79443
H -1.18457 24.81320 -8.35513
H -1.30802 26.07953 -9.71390
H 0.02543 25.97498 -8.51478
H 0.62316 25.04201 -10.78839
H 1.55940 24.29942 -8.51799
H 1.94181 23.22763 -9.92583
H 0.79194 22.73497 -8.67541
H -0.70176 22.64922 -10.37934
C 7.21804 23.15414 -0.41005
C 6.32769 23.26773 0.86227
C 5.17819 24.25807 0.66507
O 5.71741 22.02768 1.10626
H 7.93338 22.33176 -0.40196
H 7.90740 23.98552 -0.55734
H 6.62113 22.97395 -1.30410
H 6.84980 23.59611 1.76098
H 4.41214 24.14380 1.43202
H 4.62027 24.15640 -0.26578
H 5.51818 25.28110 0.82608
H 6.41711 21.37068 1.08727
C 1.25542 20.53403 -13.24165
C 1.68839 21.99003 -13.00219
C 3.22847 22.06785 -12.88803
O 1.23764 22.74715 -14.16311
H 1.94932 20.05348 -13.93135
H 0.31847 20.56958 -13.79748
H 1.03641 19.96495 -12.33816
H 1.20703 22.25189 -12.05995
H 3.77900 21.76323 -13.77810
H 3.66952 21.44560 -12.10933
H 3.59354 23.08732 -12.76351
H 1.76397 22.33377 -14.85138
C 5.56570 27.24922 -5.36922
C 5.44798 25.70784 -4.96937
C 6.45712 25.24028 -3.92818
O 4.15573 25.40987 -4.54720
H 4.94085 27.46488 -6.23592
H 6.56672 27.43683 -5.75762
H 5.37204 27.99543 -4.59865
H 5.54796 25.13087 -5.88872
H 6.77315 24.19744 -3.95504
H 6.20162 25.54654 -2.91377
H 7.34113 25.85462 -4.09908
H 4.03916 25.70765 -3.64203
C 3.55560 20.63423 -6.56807
C 4.10615 22.04009 -6.30087
C 4.54631 22.68714 -7.54535
O 2.97030 22.69136 -5.72905
H 2.59173 20.69444 -7.07348
H 3.31153 20.11597 -5.64074
H 4.21907 20.00587 -7.16226
H 4.97908 22.08892 -5.64994
H 3.74444 22.82335 -8.27098
H 5.12819 21.96538 -8.11856
H 5.15466 23.58790 -7.46379
H 3.28784 23.37003 -5.12892
C 3.25953 16.59337 -2.20983
C 3.79303 15.20142 -2.27453
C 2.82010 14.10657 -2.80589
O 4.91026 15.16229 -3.16968
H 2.97479 16.88115 -3.22187
H 3.99971 17.30598 -1.84593
H 2.45728 16.70085 -1.47981
H 4.19990 14.91371 -1.30512
H 3.13076 13.08341 -2.59441
H 2.77371 14.34464 -3.86856
H 1.84471 14.21575 -2.33178
H 5.35087 16.01497 -3.18952
C 9.40691 23.85518 -5.10399
C 10.78110 23.32346 -4.79638
C 11.24071 22.47165 -6.06162
O 11.71498 24.30356 -4.62436
H 9.17777 24.67227 -4.41991
H 8.59411 23.12955 -5.07378
H 9.31355 24.34074 -6.07539
H 10.65878 22.68021 -3.92497
H 12.30556 22.23888 -6.05753
H 11.07067 22.92603 -7.03770
H 10.74143 21.50374 -6.01712
H 12.59051 23.95370 -4.44368
C 3.95235 18.26995 -12.33340
C 4.66143 17.53020 -13.38386
C 5.25092 18.49270 -14.43533
O 5.75099 16.91824 -12.72116
H 3.42092 17.49170 -11.78567
H 3.17351 18.97826 -12.61593
H 4.69061 18.73120 -11.67742
H 3.96471 16.76139 -13.71795
H 6.08458 18.98448 -13.93407
H 4.58169 19.27369 -14.79630
H 5.67973 17.95234 -15.27927
H 5.55678 16.72103 -11.80193
C -1.78111 20.26454 -4.68427
C -1.49085 20.18626 -3.14402
C -2.29113 21.18448 -2.35280
O -1.85369 18.90434 -2.64340
H -2.56523 21.00977 -4.81806
H -1.83089 19.23828 -5.04814
H -0.99531 20.82046 -5.19571
H -0.43456 20.22246 -2.87747
H -3.37528 21.20279 -2.46410
H -1.84610 22.08321 -2.77981
H -1.97805 21.17849 -1.30875
H -1.38703 18.27898 -3.20265
C 7.13979 18.88926 -10.72434
C 8.35932 18.01694 -10.53275
C 9.30873 18.32096 -11.71399
O 9.00360 18.35987 -9.31014
H 7.47120 19.87637 -10.40205
H 6.28250 18.57084 -10.13124
H 6.81926 19.09340 -11.74595
H 8.00766 16.98912 -10.44311
H 9.34978 19.37887 -11.97333
H 8.98385 17.83786 -12.63549
H 10.32490 18.01587 -11.46420
H 9.25065 17.51988 -8.91647
C 5.48532 18.70261 -4.29587
C 6.69800 19.50013 -3.77869
C 6.92360 20.99266 -4.04105
O 6.77469 19.20327 -2.36477
H 4.51830 19.09995 -3.98751
H 5.34429 17.69922 -3.89411
H 5.49432 18.51142 -5.36894
H 7.54649 19.02508 -4.27113
H 7.81885 21.41126 -3.58126
H 6.09118 21.61839 -3.71913
H 7.17827 21.14504 -5.08988
H 7.55944 19.58156 -1.96144
*
```

These are the Löwdin partial charges, in e, on atoms 1 to 4: number 1, O, carries -0.056; number 2, H, carries 0.063; number 3, H, carries -0.027; number 4, O, carries -0.040